A 2-piece molecular cluster, C5H12ClNO overall at a distorted geometry, computed with the ωB97M-V functional and the def2-TZVPD basis.

Geometry as XYZ:
```
20
Properties=species:S:1:pos:R:3:forces:R:3:mulliken_charge:R:1
C 0.32047 2.15000 0.27543 -1.521 0.378 -3.344 -1.296
C 0.72181 -0.63945 -1.34002 -2.227 0.598 -0.831 -1.481
C -0.01064 -1.72760 0.85458 -3.473 -0.667 -0.570 -1.365
C -0.12822 0.84139 0.67545 -0.423 -3.787 -0.705 -0.682
C 0.55008 -0.52569 0.18094 0.101 2.657 -0.600 1.714
N -2.19300 0.52227 -0.72160 3.046 -0.056 -0.690 -0.337
O 1.90814 -0.44020 0.60918 0.827 -0.602 0.597 -0.565
Cl -3.37761 -0.28440 0.03034 -1.485 -0.567 0.987 -0.061
H 1.31892 2.26108 0.50537 2.450 0.423 0.829 0.415
H 0.29941 2.38900 -0.88703 -0.351 -0.618 2.260 0.262
H -0.28971 2.81953 0.82942 -0.242 1.221 0.164 0.401
H 0.92255 0.32696 -1.81040 0.448 -0.200 0.238 0.283
H 1.42250 -1.37390 -1.59625 2.018 -0.691 0.107 0.471
H -0.06784 -1.07029 -1.96420 -0.986 0.469 0.700 0.348
H -0.81110 -1.43365 1.61217 1.190 -0.587 -0.731 0.296
H 0.74256 -2.37175 1.30423 -0.120 0.011 0.042 0.351
H -0.57059 -2.27198 0.03281 0.502 0.069 1.237 0.270
H -0.46654 0.72034 1.71370 -0.137 0.217 -0.468 0.357
H -2.40249 1.50096 -0.80159 -0.561 0.708 0.428 0.238
H 2.11130 -1.39264 0.49748 0.945 1.024 0.351 0.381
```
Positions in Å, forces in eV/Å.

Results
- energy above the lowest of the compared OMol25 structures with the same formula, charge and spin (eV) = 5.763
- E_LUMO (spin up / spin down) (eV) = 0.443 / -0.401

***

One molecule with the formula C2H6N4 at a distorted geometry, computed with the ωB97M-V functional and the def2-TZVPD basis.

Geometry as XYZ:
```
12
Properties=species:S:1:pos:R:3:forces:R:3:mulliken_charge:R:1
C 1.61419 -0.04929 -0.42500 0.193 2.506 1.602 -0.198
C 0.38077 0.56203 0.41128 -0.157 0.093 -0.552 -0.625
N -1.95094 -1.09970 0.82735 0.852 0.826 0.911 -0.587
N 1.36796 -1.23823 -0.98579 -0.077 -1.032 -0.434 -0.379
N -1.81706 -0.34897 -0.14946 -2.854 -0.766 -1.268 -0.150
N -0.86576 0.53253 -0.28430 1.262 -0.177 1.502 0.103
H 1.78064 0.79913 -1.24036 0.360 -1.523 1.384 0.298
H 2.44206 -0.10935 0.42919 -0.907 0.265 -1.912 0.286
H 0.06667 0.04152 1.27251 0.970 -0.663 1.695 0.500
H 0.59877 1.62032 0.56633 0.309 -0.214 0.464 0.279
H -2.90098 -1.49957 0.77051 0.709 -0.092 -0.451 0.257
H -0.71632 0.78958 -1.19227 -0.660 0.777 -2.940 0.217
```
Positions in Å, forces in eV/Å.

Results
- energy above the lowest of the compared OMol25 structures with the same formula, charge and spin (eV) = 6.862
- E_LUMO (spin up / spin down) (eV) = -0.891 / -0.972

***

An isolated ion of composition C6H5BrNO and charge -1 at a distorted geometry, computed with the ωB97M-V functional and the def2-TZVPD basis.

Geometry as XYZ:
```
14
Properties=species:S:1:pos:R:3:forces:R:3:mulliken_charge:R:1
O -3.10614 -0.04693 0.30561 -0.619 0.409 0.321 -0.436
N -2.32012 -0.90793 0.01609 1.991 1.447 -1.422 -0.110
Br -1.99129 -2.46025 1.74172 0.253 -0.771 1.014 -0.638
C -0.80401 -0.27802 0.00491 -0.436 -1.937 -0.420 0.362
C -0.55577 1.03301 0.30479 -2.642 0.420 -0.295 -0.269
C 0.68275 1.56175 0.01392 0.570 -1.381 1.278 -0.570
C 1.76340 0.70551 -0.20930 -0.069 0.641 -1.284 -0.294
C 1.52679 -0.63089 -0.57700 1.050 0.495 0.692 -0.282
C 0.20394 -1.10188 -0.51349 1.603 4.424 1.460 -0.518
H -1.51341 1.56948 0.62266 1.629 -0.233 -0.360 0.288
H 0.87978 2.57038 0.18627 0.242 1.665 0.202 0.370
H 2.75946 1.18744 -0.29396 -0.584 -0.669 0.074 0.287
H 2.49164 -1.19148 -0.79597 -1.826 0.111 -0.001 0.248
H -0.01701 -2.01020 -0.80625 -1.162 -4.620 -1.258 0.562
```
Positions in Å, forces in eV/Å.

Results
- net charge = -1
- energy above the lowest of the compared OMol25 structures with the same formula, charge and spin (eV) = 0.000
- E_LUMO (spin up / spin down) (eV) = 3.625 / 3.625

***

A 2-piece molecular cluster, CHI2O3P overall at a distorted geometry, computed with the ωB97M-V functional and the def2-TZVPD basis.

Geometry as XYZ:
```
8
Properties=species:S:1:pos:R:3:forces:R:3:mulliken_charge:R:1
C 0.73889 0.79613 -0.76086 -1.973 -3.789 0.837 -0.161
O 1.29710 1.80648 -1.06818 1.839 3.055 -0.605 -0.355
O -1.73357 2.37200 -1.11057 0.981 -0.635 0.910 -0.569
O -1.70404 -0.12483 -1.63092 -0.346 -2.052 -0.473 -0.535
P -1.29043 0.98215 -0.78863 -0.512 2.085 -0.453 0.629
I -2.90583 0.53740 1.47963 0.870 0.088 -0.558 -0.347
I 4.49044 -6.09067 4.73952 0.065 -0.072 0.047 -1.000
H 1.10745 -0.27866 -0.85998 -0.925 1.320 0.295 0.337
```
Positions in Å, forces in eV/Å.

Results
- net charge = -2
- energy above the lowest of the compared OMol25 structures with the same formula, charge and spin (eV) = 0.000
- E_LUMO (spin up / spin down) (eV) = 4.423 / 2.129
- multiplicity = 3

***

One molecule with the formula C20H34O5, computed with the ωB97M-V functional and the def2-TZVPD basis.

Geometry as XYZ:
```
59
Properties=species:S:1:pos:R:3:forces:R:3:mulliken_charge:R:1
C -5.67045 -0.29002 -1.24820 0.216 0.087 -0.087 -1.449
C -4.17608 -0.39457 -1.52970 -0.059 -0.256 0.056 -0.411
C -3.45586 -1.38551 -0.61439 -0.036 0.313 -0.045 -0.285
C -3.43830 -0.94056 0.84727 0.057 -0.305 -0.125 -0.486
C -2.54639 -1.82414 1.72765 0.070 0.402 0.069 -1.392
C -1.11890 -1.26863 1.88661 0.036 -0.672 -0.091 0.029
O -1.14154 0.01608 2.49587 -0.149 0.257 0.068 -0.555
C -0.39649 -1.20817 0.57094 -0.104 0.267 0.390 -1.201
C -0.15153 -0.10766 -0.12144 0.010 -0.275 -0.062 0.122
C 0.57181 -0.06209 -1.42487 -0.041 0.113 0.022 0.352
C 1.92354 0.68247 -1.28635 0.286 -0.036 -0.517 0.934
C 3.14256 -0.24478 -1.27153 -0.141 0.233 0.145 -1.279
C 3.08776 -1.24960 -0.16078 0.010 -0.091 -0.098 -0.121
C 3.52518 -1.07064 1.07645 0.141 -0.023 0.070 -0.412
C 4.15193 0.16766 1.63763 0.044 -0.051 0.119 -0.679
C 3.58225 0.50112 3.01872 -0.140 0.163 -0.167 -1.157
C 2.07873 0.75868 2.95583 0.367 0.057 0.111 0.184
C 1.74083 2.09219 2.31508 -0.057 -0.395 0.174 0.621
O 2.54246 2.94164 2.04426 0.053 0.133 -0.073 -0.595
O 0.43478 2.27787 2.08032 -0.298 0.261 -0.123 -0.553
C 1.95856 1.68426 -2.46647 -0.193 0.367 0.640 -0.904
O 2.46126 1.12953 -3.65224 0.015 -0.335 -0.458 -0.659
C 0.48585 2.07472 -2.60884 0.168 -0.363 -0.193 -0.885
C -0.24015 0.73456 -2.48073 -0.227 0.258 0.527 -0.102
O -0.21204 0.09965 -3.74851 0.061 -0.105 -0.485 -0.593
H -6.14646 0.35733 -1.98090 -0.125 0.050 -0.016 0.427
H -6.13780 -1.27092 -1.30333 -0.104 -0.102 0.011 0.327
H -5.85486 0.12593 -0.26132 -0.099 0.033 0.106 0.328
H -3.71898 0.59194 -1.42160 0.078 0.042 -0.068 0.194
H -4.03596 -0.71198 -2.56602 0.047 0.080 -0.038 0.412
H -3.94166 -2.36175 -0.68785 0.020 -0.103 -0.020 0.395
H -2.42630 -1.49773 -0.95921 -0.041 -0.100 -0.005 0.094
H -4.45661 -0.96419 1.23765 -0.008 0.107 0.025 0.463
H -3.08289 0.09088 0.90322 -0.074 0.087 0.020 0.290
H -2.98188 -1.90892 2.72828 0.038 -0.114 0.039 0.404
H -2.48629 -2.83095 1.31259 0.008 -0.097 0.064 0.512
H -0.56247 -1.95709 2.54853 -0.087 0.142 -0.146 0.445
H -1.81858 0.01447 3.18128 0.053 0.047 0.001 0.264
H -0.07692 -2.17548 0.20731 0.089 -0.115 -0.150 0.230
H -0.47743 0.85351 0.24786 -0.062 0.156 0.156 0.612
H 0.73970 -1.07904 -1.79272 -0.053 -0.009 -0.028 0.515
H 1.90934 1.26567 -0.36170 -0.007 0.045 0.034 -0.340
H 3.19984 -0.76281 -2.23065 0.045 0.078 0.018 0.267
H 4.03512 0.37543 -1.18075 0.087 -0.023 -0.080 0.513
H 2.64901 -2.20525 -0.41914 -0.050 -0.158 0.066 0.454
H 3.44334 -1.88887 1.78327 -0.073 -0.180 0.038 0.404
H 5.22989 0.00489 1.73667 0.021 0.082 -0.041 0.325
H 4.00025 1.01892 0.97710 0.082 0.064 -0.049 0.331
H 3.77643 -0.32708 3.70427 0.010 0.006 0.023 0.422
H 4.07782 1.39277 3.40523 0.014 -0.066 0.069 0.398
H 1.65338 0.77230 3.96400 -0.105 -0.045 -0.065 0.491
H 1.58497 -0.03537 2.38929 -0.104 0.020 0.070 -0.320
H -0.09885 1.48286 2.28346 0.218 -0.024 0.053 0.350
H 2.60377 2.53619 -2.23670 -0.067 -0.040 0.040 0.601
H 1.76267 0.56735 -4.01905 0.127 0.010 -0.091 0.478
H 0.18867 2.74277 -1.80265 -0.033 0.042 0.094 0.353
H 0.27945 2.54263 -3.56967 -0.059 0.115 0.010 0.408
H -1.28396 0.86410 -2.16369 0.088 -0.035 -0.027 0.010
H -0.68555 -0.73661 -3.69564 0.034 0.001 0.022 0.418
```
Positions in Å, forces in eV/Å.

Results
- energy above the lowest of the compared OMol25 structures with the same formula, charge and spin (eV) = 0.933
- E_LUMO (eV) = 0.346

***

A 2-piece molecular cluster, CH4IPS overall at a distorted geometry, computed with the ωB97M-V functional and the def2-TZVPD basis.

Geometry as XYZ:
```
8
Properties=species:S:1:pos:R:3:forces:R:3:mulliken_charge:R:1
C -0.87452 -0.26305 -0.41646 1.767 -1.206 0.812 -0.623
P -0.76710 1.38785 0.15976 -0.324 0.491 -0.170 0.047
S 1.15864 -1.65863 0.75951 -1.767 0.841 -0.762 -0.285
I 2.90972 -0.91190 -0.59767 0.075 0.166 -0.130 0.036
H -1.69171 -0.88021 -0.08138 -0.099 -0.139 0.054 0.345
H -0.51929 -0.45947 -1.41737 0.045 -0.116 -0.067 0.362
H 0.60593 1.60213 0.06109 0.370 0.046 -0.139 0.047
H -0.82166 1.18328 1.53252 -0.068 -0.084 0.404 0.070
```
Positions in Å, forces in eV/Å.

Results
- energy above the lowest of the compared OMol25 structures with the same formula, charge and spin (eV) = 3.306
- E_LUMO (spin up / spin down) (eV) = -1.391 / -1.627

***

C8H9AlN2O5S as an isolated structure at a distorted geometry, computed with the ωB97M-V functional and the def2-TZVPD basis.

Geometry as XYZ:
```
26
Properties=species:S:1:pos:R:3:forces:R:3:mulliken_charge:R:1
O 1.27618 1.32028 -6.53420 -0.747 -1.179 2.756 -0.138
C 0.97369 0.89647 -5.51398 0.750 1.208 -2.813 0.119
Al -0.16758 -0.39454 -1.84591 1.880 0.980 -0.691 0.793
O -1.90769 1.58596 -4.12058 2.197 -1.920 2.490 -0.089
C -1.29253 0.98362 -3.36725 -2.405 1.745 -2.175 0.282
C -1.79567 -0.57484 -0.54462 -4.576 -0.480 3.716 0.478
O -2.66952 -0.65617 0.20872 3.938 0.444 -3.326 -0.115
C 1.02504 -1.97263 -0.72544 1.506 -3.506 2.532 0.355
O 1.58736 -2.81553 -0.17778 -1.861 3.293 -2.259 -0.142
C -1.09253 -2.08922 -2.85572 -2.340 -4.287 -2.464 0.325
O -1.50153 -3.00007 -3.43414 1.919 3.861 2.284 -0.112
H 0.95074 -0.63216 -2.90402 -0.003 0.068 -0.152 -0.375
C -1.09208 1.02314 3.05518 -0.303 0.055 0.679 -0.776
N -0.57015 1.37344 1.74079 0.059 -0.225 -1.115 -0.173
C 0.47971 0.89635 1.06746 0.032 -0.023 0.849 0.387
S 0.65060 1.41864 -0.59519 -0.235 -0.324 -0.503 -0.244
N 1.44143 0.11074 1.56745 -0.135 0.321 -0.955 -0.156
C 1.56134 -0.41541 2.91708 0.370 -0.470 0.643 -1.253
H -0.45302 0.31075 3.55906 -0.256 0.165 -0.052 0.280
H -2.08323 0.57753 2.93589 0.095 0.093 0.034 0.311
H -1.18000 1.91474 3.68613 0.032 -0.134 -0.243 0.318
H -1.19768 1.94974 1.16159 0.662 -0.249 0.516 0.326
H 2.21340 -0.09351 0.91596 -0.649 0.393 0.600 0.381
H 0.78503 -1.15909 3.11156 0.113 0.082 0.041 0.440
H 2.52044 -0.92752 3.01471 -0.082 0.150 -0.175 0.359
H 1.53825 0.36929 3.67724 0.039 -0.061 -0.215 0.420
```
Positions in Å, forces in eV/Å.

Results
- net charge = +2
- E_LUMO (eV) = -9.107

***

C12H33F2Li3N3O3 as an isolated structure at a distorted geometry, computed with the ωB97M-V functional and the def2-TZVPD basis.

Geometry as XYZ:
```
56
Properties=species:S:1:pos:R:3:forces:R:3:mulliken_charge:R:1
Li 0.98552 3.39047 -0.83577 -0.541 -0.604 -0.973 0.920
Li 1.44997 1.11832 -2.67448 -1.223 0.502 0.163 0.905
Li 3.39725 1.78736 -0.97137 -0.321 -0.403 0.828 0.976
F 0.86790 3.19603 -2.88613 0.083 -1.152 1.443 -0.830
F 1.25404 1.36212 -0.71244 1.745 1.234 -1.259 -1.068
C 1.51214 -0.59489 4.14671 -0.887 -0.119 -0.102 -1.430
C 0.91183 0.04414 2.82540 1.180 0.598 0.647 0.536
C 0.63499 1.60623 3.00808 0.573 -1.934 0.986 -0.804
O -0.45672 1.85925 3.91517 0.948 -0.033 -0.998 -0.370
C -0.53774 3.25439 4.20551 0.407 0.104 -0.559 -0.695
N 1.98583 -0.15826 1.80108 0.110 1.210 -0.209 -0.683
H 1.61473 -1.67792 4.07879 -0.361 -0.100 -0.291 0.392
H 0.96211 -0.39729 5.06677 -0.565 0.058 -0.314 0.367
H 2.52236 -0.29390 4.42415 0.101 0.650 -0.797 0.368
H -0.00247 -0.35779 2.38880 -0.289 -0.571 0.867 0.208
H 0.51973 2.05219 2.02019 -0.553 0.275 -0.369 0.204
H 1.58956 1.96124 3.39650 -0.006 0.530 0.320 0.607
H 0.46795 3.64901 4.35024 0.067 0.056 0.539 0.336
H -1.19211 3.48686 5.04567 0.181 -0.510 0.034 0.289
H -0.91106 3.81141 3.34617 -0.339 -0.006 -0.329 0.222
H 1.76042 0.34349 0.95400 -0.398 0.074 -0.039 0.251
H 2.10691 -1.11499 1.50089 -0.197 -0.328 0.561 0.240
C -4.46052 3.13607 -2.74753 1.068 -0.017 -0.167 -1.289
C -2.93919 3.05422 -2.34956 -2.061 3.874 -1.124 0.175
C -2.69547 1.89463 -1.40321 0.007 -2.061 2.032 -0.082
O -3.48052 2.03940 -0.21467 0.022 0.788 -2.711 -0.319
C -3.08999 1.27321 0.89798 0.901 -0.105 0.172 -0.444
N -2.03603 3.11483 -3.47919 -0.350 -2.846 2.809 -0.116
H -5.07333 3.28378 -1.85828 0.092 -1.045 0.090 0.344
H -4.59640 2.25552 -3.37543 -0.911 -0.182 0.404 0.375
H -4.78138 3.99907 -3.33095 0.892 0.183 -0.322 0.402
H -2.68620 3.91234 -1.72689 0.053 0.320 0.040 0.330
H -1.64789 1.79925 -1.11758 0.420 0.112 0.007 0.007
H -2.93726 0.98347 -1.95040 -0.388 -0.269 -0.007 0.373
H -3.03956 0.21055 0.66067 -0.520 -0.133 0.086 0.322
H -3.78696 1.53640 1.69362 0.142 -0.323 -0.091 0.311
H -2.07123 1.53893 1.18017 0.179 0.222 0.372 0.063
H -1.08390 3.11603 -3.14220 1.589 1.530 -0.182 0.204
H -2.04096 2.25947 -4.01624 -0.893 0.081 -1.534 0.363
C 0.28599 -3.03533 -0.42085 0.222 -0.478 0.204 -1.225
C 1.77619 -3.00557 -0.86600 -2.117 -0.076 1.363 0.627
C 2.18397 -4.21294 -1.71068 1.074 -1.407 -0.358 -0.974
O 1.84974 -5.53802 -1.21361 0.444 1.175 -0.510 -0.320
C 2.61475 -6.59048 -1.86902 -0.478 0.476 0.630 -0.731
N 1.94643 -1.76034 -1.56840 0.346 1.530 -2.354 -0.574
H -0.05992 -2.14786 0.10911 0.532 0.376 0.148 0.178
H 0.11039 -3.85701 0.27347 -0.019 -0.177 -0.234 0.368
H -0.40308 -3.10666 -1.26240 0.243 -0.351 -0.220 0.361
H 2.40323 -2.83885 0.00986 0.076 -1.282 0.430 0.144
H 3.26887 -4.16623 -1.80500 0.501 0.005 0.232 0.422
H 1.89251 -4.18461 -2.76061 -0.788 0.578 -0.058 0.420
H 2.43923 -6.73453 -2.93511 -0.589 0.401 -0.134 0.306
H 2.29328 -7.49266 -1.34861 0.346 0.046 -0.065 0.251
H 3.68732 -6.41193 -1.79260 0.093 -0.029 0.449 0.324
H 1.84860 -0.95089 -0.97230 -0.199 -0.267 0.571 0.193
H 2.86616 -1.70069 -1.98146 0.357 -0.182 -0.117 0.268
```
Positions in Å, forces in eV/Å.

Results
- net charge = +2
- E_LUMO (spin up / spin down) (eV) = -7.949 / -10.949
- multiplicity = 2